# 1
{"formula": "CH5FNO", "method": "ωB97M-V with the def2-TZVPD basis set", "fmax_ev_per_a": 4.22, "homo_lumo_gap_ev": 11.6, "e_homo_ev": -16.438, "charge": 1, "elements": ["F", "O", "N", "C", "H", "H", "H", "H", "H"], "xyz": [[0.662, 2.116, 1.119], [0.291, 0.771, 1.350], [-0.775, -0.497, -0.324], [0.640, -0.120, -0.157], [-1.305, 0.013, -1.099], [1.119, 0.495, -0.943], [-0.752, -1.498, -0.689], [1.234, -0.963, 0.075], [-1.115, -0.316, 0.670]], "forces_ev_per_angstrom": [[-0.3, -0.8, 0.1], [1.8, -1.2, -3.6], [0.0, -1.1, -1.8], [-0.8, 3.3, 2.4], [0.7, -0.2, 1.7], [-0.7, 0.1, 0.8], [-0.7, 1.1, 1.2], [0.5, -0.7, 0.8], [-0.6, -0.5, -1.4]], "nbo_charge": [-0.09, -0.17, -0.74, 0.07, 0.48, 0.26, 0.46, 0.23, 0.50]}

# 2
{"formula": "C4H8NO3", "method": "ωB97M-V with the def2-TZVPD basis set", "fmax_ev_per_a": 4.09, "homo_lumo_gap_ev": [6.8, 7.0], "e_homo_ev": [-3.002, -3.348], "charge": -1, "elements": ["O", "O", "O", "N", "C", "C", "C", "C", "H", "H", "H", "H", "H", "H", "H", "H"], "xyz": [[3.246, 1.280, 0.015], [0.437, 1.605, -0.263], [4.871, -0.210, 0.339], [3.681, 0.110, -0.005], [-1.753, 0.675, 0.030], [0.127, -0.747, -0.418], [3.096, -0.980, -0.387], [-0.215, 0.511, 0.324], [1.339, 1.488, -0.086], [3.609, -1.794, -0.736], [-2.264, 0.211, 0.764], [-2.125, 0.257, -0.874], [0.104, 0.319, 1.333], [-1.965, 1.703, 0.068], [-0.033, -0.686, -1.429], [-0.202, -1.758, -0.131]], "forces_ev_per_angstrom": [[-0.5, 0.9, 0.5], [-2.7, 0.6, 0.0], [1.6, 1.3, 0.9], [0.7, -2.1, -1.0], [2.7, 0.9, 0.0], [0.5, -1.2, 1.3], [-3.6, 1.8, 0.7], [-0.8, -1.4, -2.4], [3.1, -0.2, 0.2], [1.1, -1.8, -0.8], [-1.9, -1.5, 2.7], [0.3, -0.3, -1.1], [-0.5, 0.6, 1.0], [-0.5, 1.5, 0.0], [0.1, 0.5, -2.6], [0.3, 0.5, 0.8]], "nbo_charge": [-0.60, -0.74, -0.60, 0.32, -0.61, -0.32, -0.18, 0.02, 0.50, 0.15, 0.19, 0.20, 0.16, 0.21, 0.14, 0.15]}

# 3
{"formula": "C21H35NOP2PbS", "method": "ωB97M-V with the def2-TZVPD basis set", "fmax_ev_per_a": 6.64, "homo_lumo_gap_ev": 3.3, "e_homo_ev": -5.301, "elements": ["Pb", "S", "P", "P", "O", "N", "C", "C", "C", "C", "C", "C", "C", "C", "C", "C", "C", "C", "C", "C", "C", "C", "C", "C", "C", "C", "C", "H", "H", "H", "H", "H", "H", "H", "H", "H", "H", "H", "H", "H", "H", "H", "H", "H", "H", "H", "H", "H", "H", "H", "H", "H", "H", "H", "H", "H", "H", "H", "H", "H", "H", "H"], "xyz": [[0.582, 1.864, -1.195], [-0.718, -2.638, 2.931], [2.931, 0.439, -2.256], [-2.081, 1.541, 0.211], [0.771, -0.394, 0.494], [-0.394, 0.299, -2.380], [-1.355, -0.007, 5.835], [-0.291, -0.271, 6.706], [1.198, 0.251, 2.765], [-1.779, 1.697, -5.491], [1.186, -0.798, 1.666], [-2.378, -0.258, 0.167], [-3.428, 2.129, -0.893], [-2.702, 2.003, 1.873], [2.390, -1.746, 1.680], [-1.582, -0.834, 4.739], [-1.341, -0.799, -4.257], [0.530, -1.386, 6.501], [0.329, -2.210, 5.399], [-1.905, -0.744, -5.520], [-1.205, 1.666, -4.232], [4.700, 0.287, -1.845], [-0.677, -1.883, 4.462], [-0.951, 0.409, -3.567], [2.966, 0.676, -4.072], [2.360, -1.300, -2.169], [-2.133, 0.500, -6.142], [3.503, -0.155, -4.553], [-0.097, 0.382, 7.557], [3.318, -1.232, 1.398], [-3.779, 1.790, 1.989], [-4.392, 1.661, -0.631], [-2.533, 3.082, 2.002], [-3.461, -0.438, 0.098], [-2.412, -0.668, 4.054], [2.484, -1.689, -1.151], [2.000, 0.983, 2.614], [5.189, 1.257, -1.982], [2.196, -2.543, 0.957], [-0.935, 2.586, -3.698], [1.326, -0.232, 3.737], [-2.122, 1.477, 2.646], [0.366, -1.689, 2.324], [3.470, 1.625, -4.300], [2.929, -1.903, -2.890], [1.336, -1.615, 7.199], [4.809, 0.002, -0.792], [-1.872, -0.635, -0.734], [0.942, -3.085, 5.195], [-1.949, -0.758, 1.046], [1.932, 0.730, -4.443], [1.286, -1.334, -2.404], [0.255, 0.800, 2.746], [5.192, -0.460, -2.483], [-1.154, -1.744, -3.739], [2.502, -2.174, 2.684], [-2.573, 0.536, -7.142], [-2.161, -1.674, -6.033], [-3.494, 3.223, -0.788], [-1.950, 2.667, -5.966], [-3.167, 1.885, -1.934], [-2.008, 0.851, 6.006]], "forces_ev_per_angstrom": [[-1.0, -1.0, -0.6], [1.3, 0.3, -1.9], [-0.4, -0.7, -0.3], [-0.1, -0.5, -0.2], [0.7, -1.7, 3.5], [1.3, 1.0, 2.1], [0.0, -0.1, 0.2], [0.0, -0.2, -0.2], [-0.8, -0.3, 0.5], [-0.1, -0.4, -0.1], [2.2, 4.2, -4.6], [0.0, -0.1, -0.1], [0.1, 0.2, 0.1], [-0.2, 0.3, 0.1], [-0.7, -0.9, 0.2], [0.7, -0.2, 0.0], [0.0, 0.4, -0.1], [-0.1, -0.1, 0.1], [-0.5, 0.4, -0.5], [0.1, 0.6, 0.1], [-0.1, -0.7, -0.1], [0.3, 0.1, 0.0], [-0.1, 0.9, 1.8], [-0.3, 0.4, -0.8], [0.0, 0.2, 0.0], [0.1, -0.1, -0.1], [-0.1, 0.1, -0.3], [-0.2, 0.3, 0.1], [-0.1, -0.1, -0.2], [-0.4, 0.2, 0.1], [0.4, 0.0, 0.0], [0.3, 0.2, -0.1], [-0.1, -0.3, 0.1], [0.3, -0.1, 0.1], [0.2, 0.1, 0.1], [0.1, 0.1, -0.3], [0.0, -0.4, -0.3], [0.0, -0.2, 0.0], [0.2, 0.0, 0.2], [-0.1, -0.2, -0.2], [0.0, 0.3, 0.0], [-0.2, 0.1, -0.2], [-2.6, -2.2, 1.1], [-0.1, -0.2, -0.1], [-0.1, 0.0, 0.2], [-0.2, 0.1, -0.1], [0.0, 0.0, -0.2], [-0.1, 0.1, 0.2], [0.0, 0.2, 0.1], [-0.2, 0.2, -0.2], [0.3, -0.1, 0.1], [0.2, 0.2, 0.0], [0.0, 0.0, 0.1], [-0.1, 0.1, 0.2], [-0.1, 0.3, -0.2], [0.1, 0.0, -0.3], [0.1, 0.0, 0.3], [0.0, 0.3, 0.1], [-0.1, -0.3, -0.1], [0.0, -0.4, 0.0], [-0.1, 0.0, 0.3], [0.2, -0.3, 0.0]], "nbo_charge": [1.02, 0.17, 0.85, 0.86, -0.57, -1.12, -0.22, -0.19, -0.68, -0.18, 0.38, -0.96, -0.94, -0.95, -0.67, -0.19, -0.28, -0.22, -0.20, -0.21, -0.36, -0.94, -0.25, 0.15, -0.94, -0.95, -0.35, 0.23, 0.22, 0.24, 0.22, 0.22, 0.23, 0.22, 0.23, 0.22, 0.25, 0.23, 0.24, 0.18, 0.22, 0.22, 0.13, 0.23, 0.21, 0.22, 0.23, 0.29, 0.23, 0.23, 0.27, 0.30, 0.24, 0.23, 0.20, 0.22, 0.20, 0.20, 0.23, 0.20, 0.27, 0.23]}

# 4
{"formula": "C5H14NO", "method": "ωB97M-V with the def2-TZVPD basis set", "fmax_ev_per_a": 1.72, "homo_lumo_gap_ev": 6.6, "e_homo_ev": -2.573, "charge": -1, "elements": ["O", "N", "C", "C", "C", "C", "C", "H", "H", "H", "H", "H", "H", "H", "H", "H", "H", "H", "H", "H", "H"], "xyz": [[-1.479, 0.367, 0.729], [-1.075, -1.694, 1.973], [-2.027, -0.791, 1.190], [0.818, 0.687, -1.059], [1.660, 1.258, -2.205], [1.359, 1.107, 0.316], [0.648, -0.822, -1.089], [1.241, 0.942, -3.171], [-0.222, -1.152, 2.219], [2.712, 0.921, -2.156], [1.609, -1.383, -0.837], [-2.377, -1.428, 0.365], [-2.912, -0.634, 1.855], [1.498, 2.160, 0.259], [-0.177, 1.138, -1.103], [1.573, 2.406, -2.128], [2.371, 0.689, 0.574], [-0.073, -1.071, -0.294], [0.661, 0.908, 1.153], [-1.563, -2.064, 2.833], [0.265, -1.146, -2.129]], "forces_ev_per_angstrom": [[-0.5, -1.2, 0.9], [0.0, -0.2, 0.9], [0.4, 1.2, -0.2], [0.3, -0.3, 0.7], [-0.3, 1.1, 0.4], [0.6, -0.5, 0.4], [0.2, -0.9, -0.9], [0.1, 0.1, 0.1], [-1.1, -0.4, 0.0], [-0.3, 0.3, 0.0], [-0.9, 0.7, -0.6], [-0.2, -0.3, -0.3], [-0.1, 0.0, 0.1], [0.2, 1.2, 0.2], [-0.1, -0.2, -0.1], [0.5, -1.6, -0.3], [-0.7, 0.0, -0.4], [0.1, 0.0, -0.6], [0.2, -0.1, -0.8], [1.0, 0.8, -1.1], [0.5, 0.2, 1.6]], "nbo_charge": [-0.96, -0.94, 0.13, -0.24, -0.60, -0.61, -0.61, 0.19, 0.35, 0.19, 0.17, 0.07, 0.05, 0.18, 0.24, 0.19, 0.16, 0.27, 0.27, 0.33, 0.17]}

no.,E (eV)
1,-7360.315
2,-11903.135
3,-60539.184
4,-8949.061